A.
Density functional theory data (ωB97M-V with the def2-TZVPD basis set) for a single C4H5ClF2 molecule.

Last column: Mulliken charge in e.
Geometry (Å):
C -2.12 -0.62 0.32  -1.290
C -0.63 -0.86 0.32  0.513
C 0.34 0.28 0.10  0.223
C 0.13 1.56 -0.20  -0.248
H -2.57 -1.59 0.50  0.366
H -2.43 0.11 1.09  0.335
H -2.44 -0.25 -0.67  0.317
H -0.36 -1.25 1.30  0.167
H 0.91 2.31 -0.35  0.359
F -0.36 -1.84 -0.65  -0.302
F -1.16 1.96 -0.16  -0.231
Cl 2.02 -0.15 0.13  -0.209

Properties
Total charge ... 0
SMILES ... C[C@@H](F)/C(Cl)=C\F
E_LUMO ... 0.03312 hartree

=====

B.
Density functional theory data (ωB97M-V with the def2-TZVPD basis set) for 2 unconnected molecules or ions with the total composition C4H5ClF2.

Last column: Mulliken charge in e.
Geometry (Å):
C 0.64 -0.50 1.94  -0.102
C 0.11 0.17 1.09  -0.501
C -1.52 -0.39 -0.85  -1.060
C -0.58 0.64 -0.11  0.947
F 0.39 0.91 -1.00  -0.259
F -1.19 1.83 0.06  -0.289
Cl 3.41 0.10 0.11  -0.254
H 2.73 0.34 -0.93  0.236
H 1.10 -1.19 2.66  0.368
H -1.89 0.07 -1.76  0.325
H -2.42 -0.75 -0.18  0.300
H -0.77 -1.23 -1.02  0.289

Properties
Total charge ... 0
SMILES ... C#CC(C)(F)F.Cl
E_LUMO ... 0.03190 hartree

=====

Tell me which of them is the least stable. Sure, it is B.

=====

A.
Density functional theory data (ωB97M-V with the def2-TZVPD basis set) for a molecular structure, C4H12IN2S.

Last column: Mulliken charge in e.
Geometry (Å):
C -1.16 -0.84 -0.92  -1.311
C 0.97 -1.47 0.34  -0.581
C -0.53 -1.17 0.42  0.032
C 1.79 -0.45 -0.35  -0.845
N -0.29 2.79 -0.85  -0.391
N -0.74 -0.02 1.33  -0.170
S 0.73 2.40 0.42  -0.033
I 3.75 -0.13 0.18  0.207
H -0.96 -1.63 -1.64  0.370
H -0.78 0.09 -1.32  0.328
H -2.24 -0.76 -0.83  0.435
H 1.08 -2.42 -0.21  0.370
H 1.36 -1.66 1.35  0.433
H -1.02 -2.05 0.85  0.309
H 1.50 -0.09 -1.32  0.484
H -1.26 2.94 -0.61  0.279
H 0.07 3.53 -1.44  0.285
H -1.72 0.23 1.38  0.365
H -0.14 0.93 0.95  0.065
H -0.40 -0.22 2.28  0.369

Properties
Total charge ... +1
E_LUMO (spin up / spin down) ... -0.20100 / -0.14314 hartree

=====

B.
Density functional theory data (ωB97M-V with the def2-TZVPD basis set) for a gas-phase ion, C4H12IN2S (charge +1).

Last column: Mulliken charge in e.
Geometry (Å):
C 0.67 1.64 1.95  -1.368
C 0.93 1.30 -0.60  -0.670
C 0.01 1.16 0.65  0.354
C 0.33 1.04 -1.93  -0.923
N -1.22 -3.84 -0.39  -0.366
N -0.47 -0.25 0.65  -0.468
S -2.04 -2.54 -1.13  0.078
I -0.17 -1.09 -2.17  0.473
H 1.30 2.51 1.82  0.362
H 1.33 0.85 2.36  0.320
H 0.00 2.04 2.72  0.360
H 1.88 0.61 -0.37  0.285
H 1.42 2.28 -0.59  0.424
H -0.95 1.62 0.44  0.294
H -0.55 1.65 -2.11  0.408
H -1.10 -4.57 -1.01  0.277
H -1.19 -4.11 0.53  0.264
H 0.09 -1.10 0.74  0.295
H 0.94 1.16 -2.83  0.448
H -1.20 -0.36 1.27  0.155

Properties
Total charge ... +1
E_LUMO ... -0.21774 hartree

=====

Tell me which of them is the least stable. Sure, it is B.

=====

A.
Density functional theory data (ωB97M-V with the def2-TZVPD basis set) for 4 unconnected molecules or ions with the total composition C2H12NO3.

Last column: Mulliken charge in e.
Geometry (Å):
C 1.16 0.00 1.02  -0.786
C 0.98 1.10 -1.11  -0.157
N 1.15 0.04 -0.43  0.126
H 2.18 0.04 1.38  0.342
H 0.68 0.89 1.43  0.312
H 0.66 -0.88 1.40  0.301
H 0.70 1.98 -0.55  0.279
H 1.12 1.14 -2.19  0.336
H 1.26 -0.89 -0.92  0.243
H -3.35 0.28 2.73  0.317
H -2.17 -0.17 3.54  0.323
O -2.49 -0.16 2.63  -0.634
H 0.58 -2.97 -1.65  0.339
H 2.11 -3.14 -1.43  0.329
O 1.42 -2.50 -1.63  -0.705
H -2.51 2.10 -0.93  0.300
H -1.83 1.31 -2.06  0.314
O -1.65 1.81 -1.26  -0.579

Properties
Total charge ... +1
E_LUMO ... -0.14907 hartree

=====

B.
Density functional theory data (ωB97M-V with the def2-TZVPD basis set) for 4 unconnected molecules or ions with the total composition C2H12NO3.

Last column: Mulliken charge in e.
Geometry (Å):
C -0.08 -1.22 -0.20  -0.798
C -0.44 1.08 0.69  0.003
N -0.70 -0.26 0.69  -0.006
H 0.94 -1.00 -0.26  0.303
H -0.45 -2.27 0.01  0.333
H -0.51 -1.05 -1.17  0.405
H 0.19 1.35 -0.20  0.126
H -0.34 1.73 1.54  0.307
H -1.51 -0.44 1.32  0.320
H -3.09 0.63 3.92  0.327
H -1.67 1.20 3.92  0.323
O -2.34 0.89 3.31  -0.639
H 2.57 -2.63 -2.49  0.334
H 1.49 -3.60 -3.00  0.331
O 1.54 -2.71 -2.54  -0.649
H 1.87 2.70 -2.50  0.317
H 1.17 3.19 -1.30  0.288
O 1.36 2.41 -1.73  -0.624

Properties
Total charge ... +1
E_LUMO ... -0.19969 hartree

=====

C.
Density functional theory data (ωB97M-V with the def2-TZVPD basis set) for 4 unconnected molecules or ions with the total composition C2H12NO3.

Last column: Mulliken charge in e.
Geometry (Å):
C -0.90 1.65 0.47  -0.820
C 0.07 0.99 -1.61  -0.185
N 0.22 1.24 -0.37  0.169
H -0.80 1.18 1.44  0.279
H -0.93 2.74 0.56  0.340
H -1.80 1.32 -0.02  0.324
H -0.88 1.19 -2.08  0.319
H 0.81 0.42 -2.16  0.253
H 1.16 1.04 -0.01  0.316
H -1.48 -1.50 1.43  0.319
H -2.85 -1.13 0.68  0.301
O -1.89 -1.06 0.68  -0.602
H 2.95 -0.29 0.74  0.300
H 2.49 0.16 2.07  0.296
O 2.21 0.17 1.14  -0.630
H 1.20 -3.11 -0.98  0.312
H -0.20 -2.64 -0.77  0.307
O 0.62 -2.37 -1.20  -0.599

Properties
Total charge ... +1
E_LUMO ... -0.15290 hartree

=====

Tell me which of them is the least stable. Sure, it is B.

=====

A.
Density functional theory data (ωB97M-V with the def2-TZVPD basis set) for 4 unconnected molecules or ions with the total composition C2H12NO3.

Last column: Mulliken charge in e.
Geometry (Å):
C -0.41 -0.30 1.64  -0.059
C -0.51 -1.58 1.34  -0.668
N -0.69 0.73 0.63  -0.139
H -0.22 0.13 2.61  0.403
H -0.33 -2.26 2.17  0.278
H -0.61 -1.84 0.30  0.290
H -1.61 1.18 0.78  0.384
H -0.57 0.33 -0.32  0.190
H -0.06 1.54 0.73  0.384
H -1.29 -0.82 -2.42  0.278
H 0.22 -0.45 -2.32  0.328
O -0.63 -0.44 -1.84  -0.662
H 0.85 -2.71 -3.21  0.312
H 2.29 -2.22 -3.30  0.315
O 1.40 -1.92 -3.11  -0.628
H 0.18 4.10 1.98  0.312
H 1.44 3.35 2.36  0.320
O 0.56 3.21 1.98  -0.641

Properties
Total charge ... +1
E_LUMO ... -0.10386 hartree

=====

B.
Density functional theory data (ωB97M-V with the def2-TZVPD basis set) for 4 unconnected molecules or ions with the total composition C2H12NO3.

Last column: Mulliken charge in e.
Geometry (Å):
C 1.15 -1.98 0.05  -0.889
C -1.12 -1.34 -0.39  -0.226
N -0.01 -1.09 0.20  0.216
H 1.97 -1.33 -0.27  0.327
H 1.42 -2.52 0.95  0.297
H 0.95 -2.64 -0.79  0.416
H -1.18 -2.40 -0.63  0.300
H -1.88 -0.64 -0.67  0.351
H 0.18 -0.27 0.80  0.268
H 1.38 1.72 -1.53  0.275
H 1.69 0.41 -2.15  0.302
O 1.57 0.80 -1.28  -0.573
H 0.49 1.83 1.23  0.288
H -0.04 1.55 2.65  0.324
O 0.31 1.11 1.86  -0.683
H -2.08 1.85 -1.26  0.307
H -2.11 2.34 0.15  0.297
O -1.97 1.53 -0.35  -0.597

Properties
Total charge ... +1
E_LUMO ... -0.15587 hartree

=====

Tell me which of them is the least stable. Sure, it is B.

=====

A.
Density functional theory data (ωB97M-V with the def2-TZVPD basis set) for 2 unconnected molecules or ions with the total composition C3H10O3.

Last column: Mulliken charge in e.
Geometry (Å):
C -1.19 -0.98 0.92  -0.578
O -1.75 -0.35 2.07  -0.520
C -0.21 -0.09 0.16  -0.098
C 0.63 -0.89 -0.83  -0.548
O -0.20 -1.43 -1.85  -0.521
H -2.02 -1.28 0.28  0.292
H -0.69 -1.91 1.20  0.296
H -1.02 -0.21 2.68  0.308
H 0.38 0.53 0.85  0.172
H -0.76 0.68 -0.39  0.258
H 1.05 -1.75 -0.33  0.314
H 1.39 -0.26 -1.27  0.299
H -0.42 -0.71 -2.46  0.315
H 1.58 3.66 -0.43  0.308
H 1.52 2.24 0.11  0.322
O 1.71 2.74 -0.70  -0.620

Properties
Total charge ... 0
SMILES ... OCCCO.O
E_LUMO ... 0.02256 hartree

=====

B.
Density functional theory data (ωB97M-V with the def2-TZVPD basis set) for 4 unconnected molecules or ions with the total composition C3H10O3.

Last column: Mulliken charge in e.
Geometry (Å):
O 0.25 -0.54 0.98  -0.757
C 0.61 0.64 1.14  -0.006
C 0.70 1.73 0.22  -0.446
C -0.04 1.56 -1.21  -0.406
H 0.92 0.94 2.11  0.372
H 1.27 2.56 0.53  0.442
H -1.46 0.29 -1.12  0.410
H -0.19 2.50 -1.75  0.352
H -1.09 1.06 -0.87  -0.263
H 0.55 0.89 -1.78  0.309
H -2.68 -1.21 1.39  0.287
H -1.38 -0.90 0.77  0.373
O -2.29 -1.07 0.56  -0.662
H 0.99 -1.26 -0.44  0.385
H 0.91 -2.46 -1.37  0.287
O 1.36 -1.64 -1.35  -0.678

Properties
Total charge ... 0
E_LUMO ... -0.06890 hartree

=====

Tell me which of them is the least stable. Sure, it is B.

=====

A.
Density functional theory data (ωB97M-V with the def2-TZVPD basis set) for 3 unconnected molecules or ions with the total composition C2H10O2.

Last column: Mulliken charge in e.
Geometry (Å):
C 0.24 2.90 -2.27  -0.806
C 0.58 1.64 -1.59  -0.755
H -0.84 3.14 -2.41  0.277
H 0.58 2.89 -3.27  0.262
H 0.54 3.66 -1.58  0.271
H 1.15 1.63 -0.68  0.284
H -0.41 1.22 -1.30  0.215
H 1.09 0.80 -2.15  0.252
H 2.75 -0.71 4.29  0.323
H 1.84 0.21 3.53  0.307
O 2.58 0.23 4.09  -0.630
H -2.86 -3.42 -0.78  0.312
H -3.67 -4.42 -1.38  0.325
O -3.22 -4.26 -0.48  -0.637

Properties
Total charge ... 0
SMILES ... CC.O.O
E_LUMO ... 0.02319 hartree

=====

B.
Density functional theory data (ωB97M-V with the def2-TZVPD basis set) for 3 unconnected molecules or ions with the total composition C2H10O2.

Last column: Mulliken charge in e.
Geometry (Å):
C -0.20 1.44 -0.97  -0.960
C 0.65 0.68 0.03  -0.700
H 0.17 1.46 -1.99  0.296
H -0.15 2.53 -0.78  0.330
H -1.28 1.30 -0.95  0.245
H 1.12 -0.16 -0.49  0.287
H 1.48 1.35 0.23  0.368
H 0.26 0.43 1.01  0.103
H 0.75 -1.02 2.13  0.350
H 2.18 -1.73 1.65  0.327
O 1.52 -1.53 2.33  -0.636
H -1.82 -1.92 -0.14  0.306
H -2.77 -1.18 -1.03  0.317
O -1.93 -1.66 -1.03  -0.632

Properties
Total charge ... 0
SMILES ... CC.O.O
E_LUMO ... 0.02499 hartree

=====

Tell me which of them is the least stable. Sure, it is A.